Entry 1:
Computed, not measured: a molecular structure, C27H44F6OP2Sn in a non-equilibrium geometry, with ωB97M-V/def2-TZVPD.

E_HOMO (alpha / beta): -0.4529 / -0.4491 Eh
orbital gap (alpha / beta): 4.7 / 4.5 eV
relative energy (zero: lowest compared OMol25 entry of this formula, charge and spin): 142.7 kcal per mole
total energy: -71451.66533 eV

Structure (ORCA input):
```
! RIJCOSX wB97M-V def2-TZVPD def2/J DEFGRID3
* xyz 2 1
Sn -0.93 -3.36 -0.85
C 1.38 2.04 -1.43
C 0.03 2.08 -1.91
C 0.04 2.88 0.23
C 1.38 2.54 -0.10
C -0.78 2.58 -0.87
C 2.56 1.61 -2.19
H 2.30 0.91 -2.99
H 3.29 1.11 -1.54
H 3.08 2.46 -2.66
C 2.54 2.68 0.78
H 3.43 2.23 0.34
H 2.38 2.20 1.75
H 2.77 3.74 0.98
C -0.38 3.47 1.52
H 0.20 4.36 1.77
H -0.24 2.76 2.34
H -1.43 3.74 1.50
C -2.24 2.79 -0.94
H -2.50 3.83 -1.17
H -2.72 2.56 0.02
H -2.71 2.17 -1.70
C -0.40 1.72 -3.26
H -0.41 2.58 -3.94
H -1.42 1.32 -3.26
H 0.25 0.97 -3.72
C -0.65 -5.95 -0.79
C 0.29 -5.57 -1.91
C -0.28 -5.30 -3.33
C -1.74 -4.76 -3.51
C -2.38 -3.93 -2.38
C -3.47 -4.36 -1.34
C -3.34 -5.77 -0.77
C -2.02 -6.50 -1.04
H -0.23 -6.31 -3.81
H -2.42 -5.54 -3.94
H 0.39 -4.64 -3.92
H -1.98 -6.89 -2.08
H -0.09 -6.80 -0.29
H 0.99 -6.43 -2.00
H -2.09 -7.43 -0.45
H -3.69 -5.87 0.26
H -4.43 -4.14 -1.83
H -4.12 -6.35 -1.29
H -1.67 -4.08 -4.37
H -2.65 -2.93 -2.78
P 1.94 -4.71 -1.02
C 3.59 -5.05 -0.33
C 2.12 -3.28 -2.13
P -3.55 -2.95 -0.04
C 0.83 -4.19 0.28
C -4.77 -1.68 -0.53
C -4.15 -3.62 1.51
H 3.59 -4.91 0.76
H 4.32 -4.35 -0.77
H 3.90 -6.07 -0.58
H 1.20 -3.04 -2.68
H 2.90 -3.52 -2.84
H 2.41 -2.39 -1.56
H -4.18 -4.72 1.52
H -5.15 -3.21 1.73
H -3.43 -3.28 2.28
H 1.18 -3.34 0.91
H 0.25 -5.01 0.78
H -5.16 -1.18 0.37
H -5.63 -2.05 -1.10
H -4.29 -0.88 -1.14
C 1.58 -1.83 2.55
C 0.03 -1.72 2.56
O -0.65 -1.82 1.42
C -0.50 -2.82 3.59
F 0.31 -2.96 4.67
F -1.75 -2.58 4.07
F -0.58 -4.04 2.97
C -0.21 -0.27 3.21
F -1.48 0.21 3.16
F 0.21 -0.18 4.51
F 0.55 0.64 2.50
H 1.92 -2.86 2.33
H 1.97 -1.55 3.53
H 1.97 -1.17 1.76
*
```

=====

Entry 2:
Computed, not measured: 2 unconnected molecules or ions with the total composition C4H7NO in a non-equilibrium geometry, with ωB97M-V/def2-TZVPD.

SMILES string: O=C=C1CC1.N
E_HOMO: -0.3205 Eh
orbital gap: 9.6 eV
relative energy (zero: lowest compared OMol25 entry of this formula, charge and spin): 75.6 kcal per mole
total energy: -7796.36737 eV

Structure (ORCA input):
```
! RIJCOSX wB97M-V def2-TZVPD def2/J DEFGRID3
* xyz 0 1
O 0.36 -2.38 -0.50
C 0.23 -1.30 -0.08
C 0.06 -0.17 0.57
C 0.59 1.21 0.43
C 0.83 0.42 1.69
H 1.43 1.37 -0.23
H -0.10 2.06 0.48
H 0.27 0.69 2.57
H 1.84 0.04 1.87
N -1.44 -0.40 -1.78
H -0.70 -0.13 -2.41
H -1.79 -1.34 -1.85
H -1.48 0.04 -0.88
*
```

=====

Entry 3:
Computed, not measured: a molecular structure, C3H9NO in a non-equilibrium geometry, with ωB97M-V/def2-TZVPD.

E_HOMO: -0.3237 Eh
orbital gap: 6.6 eV
relative energy (zero: lowest compared OMol25 entry of this formula, charge and spin): 165.0 kcal per mole
total energy: -6787.89906 eV

Structure (ORCA input):
```
! RIJCOSX wB97M-V def2-TZVPD def2/J DEFGRID3
* xyz 0 1
C 0.68 -1.35 -0.10
C -0.02 -0.30 0.28
C -0.94 0.45 -0.50
O -0.37 -0.38 -2.76
N 0.54 0.74 2.51
H 1.14 -1.92 0.71
H 0.87 -1.57 -1.14
H 0.14 0.10 1.49
H -0.86 1.50 -0.26
H -0.57 0.14 -1.69
H -1.97 0.09 -0.48
H -0.49 0.16 -3.55
H 1.55 0.65 2.64
H 0.29 1.68 2.86
*
```